Arrangement A

{
  "formula": "C4H9N",
  "method": "ωB97M-V/def2-TZVPD",
  "smiles": "CC/C=C/N",
  "e_homo_ev": -8.2,
  "orbital_gap_ha": 0.3457,
  "elements": ["C", "C", "C", "C", "N", "H", "H", "H", "H", "H", "H", "H", "H", "H"],
  "positions_angstrom": [[-0.97363, -0.07243, -1.81998], [0.40622, 0.05738, -1.14235], [0.35114, -0.38757, 0.28645], [0.45679, 0.41452, 1.32610], [0.51701, 0.06008, 2.67950], [-0.91934, 0.06429, -2.90273], [-1.63754, 0.67337, -1.39210], [-1.36869, -1.08419, -1.73136], [1.15193, -0.50490, -1.70326], [0.73333, 1.09425, -1.25032], [0.37048, -1.46712, 0.42894], [0.54361, 1.47362, 1.14726], [-0.09047, 0.61525, 3.26139], [0.45916, -0.93654, 2.81245]]
}

***

Arrangement B

{
  "formula": "C4H9N",
  "method": "ωB97M-V/def2-TZVPD",
  "smiles": "C=C(C)NC",
  "e_homo_ev": -7.6,
  "orbital_gap_ha": 0.3184,
  "elements": ["C", "C", "C", "N", "C", "H", "H", "H", "H", "H", "H", "H", "H", "H"],
  "positions_angstrom": [[-1.18754, -1.49672, -0.52443], [-0.28151, -0.51649, -0.37745], [-0.27372, 0.71902, -1.23322], [0.39021, -0.45919, 0.84590], [1.06339, 0.76315, 1.31130], [-1.52573, -1.79491, -1.50808], [-1.63470, -2.01345, 0.31215], [0.69712, 0.96246, -1.65480], [-0.67379, 1.49308, -0.58326], [-0.95449, 0.59493, -2.06939], [0.73018, -1.35698, 1.13476], [1.59654, 1.24961, 0.49845], [1.76361, 0.46909, 2.09017], [0.29042, 1.38640, 1.75790]]
}

***

Arrangement C

{
  "formula": "C4H9N",
  "method": "ωB97M-V/def2-TZVPD",
  "smiles": "CC[C@@H]1CN1",
  "e_homo_ev": -9.6,
  "orbital_gap_ha": 0.3968,
  "elements": ["C", "C", "C", "C", "N", "H", "H", "H", "H", "H", "H", "H", "H", "H"],
  "positions_angstrom": [[0.37439, 0.90490, 1.74070], [0.67543, 0.58976, 0.26335], [-0.43069, -0.07625, -0.56326], [-0.61913, -1.48928, -1.00041], [0.10599, -0.49572, -1.86652], [-0.67064, 1.31763, 1.93018], [1.15439, 1.54483, 2.16539], [0.43800, -0.03728, 2.40002], [0.78397, 1.61622, -0.12786], [1.57460, -0.07005, 0.18719], [-1.37953, 0.55375, -0.49761], [-1.61146, -1.83505, -1.24542], [-0.00093, -2.35086, -0.66268], [-0.39439, -0.17260, -2.72309]]
}

***

Arrangement D

{
  "formula": "C4H9N",
  "method": "ωB97M-V/def2-TZVPD",
  "smiles": "CC1(N)CC1",
  "e_homo_ev": -9.2,
  "orbital_gap_ha": 0.3788,
  "elements": ["C", "C", "N", "C", "C", "H", "H", "H", "H", "H", "H", "H", "H", "H"],
  "positions_angstrom": [[0.19204, 0.31395, -1.66297], [0.03197, -0.03491, -0.02911], [-0.14466, -1.53465, -0.06979], [-0.77524, 0.73324, 0.86332], [0.76857, 0.63476, 1.03639], [1.21140, 0.03667, -1.94676], [-0.46572, -0.35742, -2.24973], [0.07437, 1.45515, -1.82383], [-1.12273, -1.70344, -0.44245], [-0.12314, -1.89538, 0.82932], [-1.05492, 1.58279, 0.54347], [-1.31498, 0.04596, 1.50317], [1.03226, 0.22096, 1.98345], [1.47206, 1.47495, 0.84604]]
}

***

Which one is most stable, and which one is least stable? arrangement A is the most stable of them, while arrangement D is the least stable.

***

Arrangement A

{
  "formula": "C4H12NO",
  "method": "ωB97M-V/def2-TZVPD",
  "smiles": "CC[NH2+]CCO",
  "total_charge": 1,
  "e_homo_ev": -15.3,
  "orbital_gap_ha": 0.4512,
  "elements": ["C", "C", "N", "C", "C", "O", "H", "H", "H", "H", "H", "H", "H", "H", "H", "H", "H", "H"],
  "positions_angstrom": [[2.02765, 1.26917, 0.23079], [0.60854, 1.52276, -0.22410], [-0.30362, 0.42955, 0.23314], [-0.27618, -0.80757, -0.64904], [-1.20268, -1.87015, -0.04275], [-2.29188, -1.10096, 0.51434], [2.54256, 2.23192, 0.14297], [2.08485, 1.13391, 1.30752], [2.54170, 0.57092, -0.41028], [0.60533, 1.54355, -1.31426], [0.22312, 2.44691, 0.19132], [-0.03393, 0.11122, 1.16534], [-1.29367, 0.68190, 0.31985], [0.77803, -1.04655, -0.74851], [-0.73689, -0.52848, -1.59175], [-0.75670, -2.48273, 0.73051], [-1.63020, -2.43043, -0.86924], [-2.88604, -1.67494, 1.01416]]
}

***

Arrangement B

{
  "formula": "C4H12NO",
  "method": "ωB97M-V/def2-TZVPD",
  "total_charge": 1,
  "e_homo_ev": -14.4,
  "orbital_gap_ha": 0.2501,
  "elements": ["C", "C", "C", "C", "N", "H", "H", "H", "H", "H", "H", "H", "H", "H", "H", "H", "H", "O"],
  "positions_angstrom": [[-0.50676, 1.37729, -0.76289], [-0.65284, -0.13867, -0.92612], [0.68294, -0.80229, -0.33467], [1.76826, -0.16916, -0.97854], [0.67860, -0.76592, 1.13733], [-1.34151, 1.95980, -1.12464], [0.44887, 1.67412, -1.22419], [-0.36150, 1.59102, 0.29469], [-0.74967, -0.49448, -1.95345], [-1.46599, -0.56301, -0.34658], [2.56279, 0.31197, -0.40370], [1.95456, -0.36821, -2.03701], [0.62121, -1.80889, -0.75015], [1.50894, -0.25701, 1.42871], [0.77509, -1.69431, 1.52430], [-1.17610, -0.06595, 2.16281], [-2.73263, -0.18871, 2.26782], [-2.01427, 0.40241, 2.02628]]
}

***

Which one is most stable, and which one is least stable? arrangement A is the most stable of them, while arrangement B is the least stable.

***

Arrangement A

{
  "formula": "C4H12NO",
  "method": "ωB97M-V/def2-TZVPD",
  "total_charge": 1,
  "e_homo_ev": -14.1,
  "orbital_gap_ha": 0.3903,
  "elements": ["C", "N", "C", "C", "C", "H", "H", "H", "H", "H", "H", "H", "H", "H", "H", "H", "H", "O"],
  "positions_angstrom": [[0.84603, 0.39941, -1.48942], [0.69498, 1.72417, -0.70145], [-0.52445, 1.48211, 0.26107], [-0.98212, 0.01876, -0.11513], [-0.62969, -0.18150, -1.59913], [1.32458, -0.47840, -0.85902], [1.30787, 0.54368, -2.48205], [1.57642, 2.04596, -0.35005], [0.43358, 2.52424, -1.42547], [-0.14181, 1.65515, 1.30492], [-1.28287, 2.09343, -0.10342], [-1.93574, -0.18560, 0.35426], [-0.22971, -0.60982, 0.36317], [-0.42392, -1.20653, -1.92287], [-1.36345, 0.20557, -2.39981], [0.63137, -2.67180, 3.91410], [-0.45113, -3.21807, 2.77736], [0.42891, -2.88496, 2.92434]]
}

***

Arrangement B

{
  "formula": "C4H12NO",
  "method": "ωB97M-V/def2-TZVPD",
  "total_charge": 1,
  "e_homo_ev": -13.2,
  "orbital_gap_ha": 0.1892,
  "elements": ["C", "C", "C", "C", "O", "N", "H", "H", "H", "H", "H", "H", "H", "H", "H", "H", "H", "H"],
  "positions_angstrom": [[-1.08728, 0.78608, 2.08443], [-0.56307, 0.19711, 0.77483], [0.68034, -0.00253, 0.55461], [1.82167, -0.19367, 1.49141], [1.13891, -0.32894, -1.94138], [-1.88198, -0.44557, -2.19199], [-1.74470, 1.59079, 1.75960], [-0.36214, 1.23092, 2.75939], [-1.72557, 0.07053, 2.60660], [-1.15829, 0.64485, -0.04103], [1.14217, -0.13794, -0.98420], [1.37084, -0.31209, 2.48092], [2.47031, 0.68247, 1.49658], [2.43630, -1.07703, 1.32297], [-0.89502, -0.48272, -2.01113], [1.97896, 0.01789, -2.28006], [-2.11079, 0.19376, -2.93628], [-2.32400, -1.34140, -2.31982]]
}

***

Arrangement C

{
  "formula": "C4H12NO",
  "method": "ωB97M-V/def2-TZVPD",
  "total_charge": 1,
  "e_homo_ev": -15.7,
  "orbital_gap_ha": 0.3983,
  "elements": ["C", "C", "C", "C", "N", "H", "H", "H", "H", "H", "H", "H", "H", "H", "H", "H", "H", "O"],
  "positions_angstrom": [[-1.07035, 2.34795, -0.28639], [-0.97218, 1.05741, 0.52945], [-0.52535, -0.06222, -0.37462], [0.20117, -2.40840, 0.19531], [-0.43066, -1.32696, 0.43389], [-1.75126, 3.09720, 0.09847], [-1.37526, 2.09631, -1.30511], [-0.06495, 2.76291, -0.37385], [-1.89996, 0.80870, 1.05343], [-0.21341, 1.11881, 1.32542], [0.45311, 0.09235, -0.82206], [-1.30070, -0.29896, -1.09654], [0.72422, -2.49695, -0.74904], [0.05424, -3.23465, 0.88099], [-0.57406, -1.10352, 1.41543], [3.08874, -0.38996, -0.92716], [3.14401, -1.18450, 0.32526], [2.51266, -0.87554, -0.32287]]
}

***

Which one is most stable, and which one is least stable? arrangement C is the most stable of them, while arrangement B is the least stable.

***

Arrangement A

{
  "formula": "C4H12NO",
  "method": "ωB97M-V/def2-TZVPD",
  "total_charge": 1,
  "e_homo_ev": -14.8,
  "orbital_gap_ha": 0.2156,
  "elements": ["O", "C", "C", "N", "C", "C", "H", "H", "H", "H", "H", "H", "H", "H", "H", "H", "H", "H"],
  "positions_angstrom": [[3.33847, -0.61050, 0.49655], [2.16791, 0.04888, 0.62030], [1.50802, 0.06863, -0.86833], [0.33701, 0.66468, -0.88927], [-2.52293, 0.55989, 0.23953], [-2.32401, -0.96192, 0.14597], [4.03441, -0.19705, 1.02865], [2.21756, 1.09936, 0.91187], [1.46980, -0.43740, 1.30779], [1.28390, -1.00517, -1.07498], [2.22855, 0.49032, -1.56963], [-1.49287, 0.95258, 0.25567], [0.39800, 1.48282, -1.52176], [-2.96687, 0.95551, -0.67486], [-2.96674, 0.94111, 1.14069], [-2.84400, -1.42638, -0.68548], [-2.61379, -1.44535, 1.07421], [-1.25242, -1.18002, 0.06309]]
}

***

Arrangement B

{
  "formula": "C4H12NO",
  "method": "ωB97M-V/def2-TZVPD",
  "total_charge": 1,
  "e_homo_ev": -14.6,
  "orbital_gap_ha": 0.3521,
  "elements": ["C", "C", "C", "C", "N", "H", "H", "H", "H", "H", "H", "H", "H", "H", "H", "H", "H", "O"],
  "positions_angstrom": [[1.58433, 1.20236, 0.06936], [0.72021, 0.47754, 1.11626], [-0.70160, 0.32662, 0.58357], [-2.04840, -1.69509, 0.85299], [-1.40631, -0.74644, 1.38584], [2.59547, 0.82033, -0.05252], [1.06853, 1.09728, -0.88575], [1.74497, 2.26422, 0.25828], [1.09250, -0.54068, 1.24272], [0.67303, 1.08253, 2.02139], [-1.32429, 1.20382, 0.75493], [-0.73336, 0.03376, -0.46464], [-2.04764, -1.80191, -0.22490], [-2.66212, -2.38626, 1.42183], [-1.11477, -0.68806, 2.35858], [1.15851, -0.84652, -3.80795], [0.84171, 0.55334, -3.34852], [0.55921, -0.35684, -3.28148]]
}

***

Which one is most stable, and which one is least stable? arrangement B is the most stable of them, while arrangement A is the least stable.

***

Arrangement A

{
  "formula": "C8H12N2",
  "method": "ωB97M-V/def2-TZVPD",
  "smiles": "CC(C)=C1CN=CN1.C#C",
  "e_homo_ev": -7.9,
  "orbital_gap_ha": 0.3228,
  "elements": ["C", "C", "C", "C", "C", "N", "C", "N", "H", "H", "H", "H", "H", "H", "H", "H", "H", "H", "C", "C", "H", "H"],
  "positions_angstrom": [[-0.09663, 1.55192, 1.73005], [-0.08802, 1.13709, 0.28221], [-1.27939, 1.57699, -0.50060], [0.73616, 0.22815, -0.23279], [2.12143, -0.35446, 0.39020], [2.52166, -1.29236, -0.65442], [1.64855, -1.34266, -1.59731], [0.72903, -0.25711, -1.58436], [-0.91422, 1.30596, 2.35933], [0.86988, 1.15854, 2.13057], [-0.06090, 2.65596, 1.82581], [-2.05975, 0.90748, -0.77065], [-1.59176, 2.55225, -0.03183], [-0.85418, 1.78840, -1.47802], [2.97242, 0.28306, 0.67404], [1.85770, -0.88477, 1.33144], [1.67475, -2.07903, -2.39863], [-0.12269, -0.34467, -2.10213], [-1.96765, -2.57516, -0.27122], [-1.83582, -1.66285, 0.48732], [-2.37170, -3.41214, -0.91252], [-1.88887, -0.94057, 1.32351]]
}

***

Arrangement B

{
  "formula": "C8H12N2",
  "method": "ωB97M-V/def2-TZVPD",
  "smiles": "C[C@H]1C[C@]1(C)n1cccn1",
  "e_homo_ev": -8.8,
  "orbital_gap_ha": 0.3582,
  "elements": ["C", "C", "C", "C", "C", "N", "C", "C", "C", "N", "H", "H", "H", "H", "H", "H", "H", "H", "H", "H", "H", "H"],
  "positions_angstrom": [[2.02813, -1.12877, 1.52530], [0.73425, -1.17516, 0.75482], [-0.57879, -0.91117, 1.44738], [-0.05522, 0.05807, 0.44010], [0.55503, 1.67533, 0.99431], [-0.70184, 0.16725, -0.81450], [-0.72409, 1.20276, -1.67900], [-1.45808, 0.79879, -2.77127], [-1.83638, -0.51422, -2.47274], [-1.37377, -0.88058, -1.29310], [2.00260, -0.34822, 2.28498], [2.86602, -0.93506, 0.85630], [2.19690, -2.08514, 2.02391], [0.71406, -1.92948, -0.02486], [-1.43320, -1.49659, 1.14744], [-0.55364, -0.63389, 2.48995], [0.81028, 1.56212, 2.03564], [-0.26494, 2.36403, 0.86031], [1.41185, 1.90953, 0.38451], [-0.23400, 2.13237, -1.47946], [-1.68664, 1.36546, -3.65088], [-2.41851, -1.19742, -3.05916]]
}

***

Which one is most stable, and which one is least stable? arrangement B is the most stable of them, while arrangement A is the least stable.

***

Arrangement A

{
  "formula": "C2H3ClI2O2S",
  "method": "ωB97M-V/def2-TZVPD",
  "e_homo_ev": [-9.6, -8.9],
  "orbital_gap_ha": [0.2855, 0.2223],
  "elements": ["C", "C", "O", "O", "S", "Cl", "I", "I", "H", "H", "H"],
  "positions_angstrom": [[0.22037, 0.73015, 1.24170], [-0.55206, 0.22533, 0.00389], [-0.33248, -1.35665, -2.08187], [0.59847, 0.90954, -2.09512], [0.35351, -0.31812, -1.40860], [2.07637, -0.95625, -0.67121], [-1.36231, -2.64526, 0.86594], [-2.38928, 0.63392, -0.49772], [1.06734, 1.30466, 0.93785], [-0.34263, 1.42677, 1.75923], [0.66270, 0.04592, 1.94589]]
}

***

Arrangement B

{
  "formula": "C2H3ClI2O2S",
  "method": "ωB97M-V/def2-TZVPD",
  "e_homo_ev": [-9.5, -8.9],
  "orbital_gap_ha": [0.2627, 0.2478],
  "elements": ["C", "C", "O", "O", "S", "Cl", "I", "I", "H", "H", "H"],
  "positions_angstrom": [[-0.50065, -0.33580, 1.38246], [0.08591, -0.20628, 0.02331], [-1.73381, 0.88772, -1.46703], [-0.32933, 2.37077, -0.10573], [-0.46622, 1.18793, -0.88407], [0.87036, 1.28838, -2.40692], [3.40462, -2.39439, -0.62998], [0.61343, -1.74168, -1.12219], [-0.53931, -1.37356, 1.71298], [0.10126, 0.22850, 2.10096], [-1.50627, 0.08840, 1.39623]]
}

***

Which one is most stable, and which one is least stable? arrangement B is the most stable of them, while arrangement A is the least stable.